No. 1
The following is a quantum chemistry calculation of a single C3H4O2S molecule, from OMol25.

Summary:
* HOMO-LUMO gap: 0.434 hartree
* relative energy (zero: lowest compared OMol25 entry of this formula, charge and spin): 87.5 kcal per mole
* SMILES string: C#CS(C)(=O)=O

Structure (ORCA input):
```
! RIJCOSX wB97M-V def2-TZVPD def2/J DEFGRID3
* xyz 0 1
C -2.1867 -0.8806 0.8949
C -1.3567 -0.2967 0.2295
S -0.1267 0.5815 -0.6924
C 1.4279 0.0450 0.0538
O -0.3254 1.9865 -0.5241
O -0.0523 0.0943 -2.0452
H -2.8216 -1.3276 1.5955
H 2.2022 0.6882 -0.1578
H 1.4004 -0.0791 1.0278
H 1.8387 -0.8114 -0.3821
*
```

=====

No. 2
The following is a quantum chemistry calculation of 14 unconnected molecules or ions with the total composition C46H92Br6O18, from OMol25.

Summary:
* HOMO-LUMO gap: 0.348 hartree
* relative energy (zero: lowest compared OMol25 entry of this formula, charge and spin): 143.5 kcal per mole

Structure (ORCA input):
```
! RIJCOSX wB97M-V def2-TZVPD def2/J DEFGRID3
* xyz 0 1
C 3.9872 -6.7270 -4.0415
C 4.2709 -6.7440 -5.5331
O 4.3578 -5.7352 -6.1975
C 4.3261 -8.0874 -6.0994
H 4.7709 -7.2206 -3.4669
H 2.9993 -7.0980 -3.7688
H 4.0695 -5.7001 -3.6854
H 3.3986 -8.6276 -5.9102
H 5.1834 -8.5942 -5.6564
H 4.5133 -8.0286 -7.1716
C 7.7516 0.5115 -4.4425
C 9.1437 0.4848 -3.8384
O 9.5511 1.1327 -2.8683
C 10.0865 -0.5234 -4.4420
H 7.7807 1.0026 -5.4151
H 7.1530 1.1846 -3.8287
H 7.2497 -0.4531 -4.5186
H 11.1075 -0.1539 -4.3465
H 9.9710 -0.7563 -5.5005
H 10.0183 -1.3339 -3.7163
C 6.2864 0.6169 3.1275
C 6.2305 -0.7054 2.3849
O 5.4853 -0.8892 1.3916
C 7.2587 -1.7103 2.7763
H 5.3049 0.9707 3.4429
H 6.5433 1.2546 2.2817
H 6.9374 0.5969 4.0016
H 6.9041 -2.7343 2.6587
H 7.6737 -1.5892 3.7769
H 7.9604 -1.5857 1.9516
C 6.0486 0.9760 -11.7754
C 4.5701 0.6665 -11.6112
O 3.9168 0.5420 -12.6140
C 4.0136 0.4091 -10.2213
H 6.6109 0.2685 -12.3848
H 6.4068 0.9615 -10.7461
H 6.2463 1.9613 -12.1976
H 2.9745 0.0939 -10.1257
H 4.0533 1.3613 -9.6923
H 4.6364 -0.1988 -9.5650
O -4.1626 4.6369 -9.1962
C -4.5167 5.6550 -8.6424
O -5.6666 6.3460 -8.8689
C -6.6463 5.7436 -9.7064
C -7.8283 6.7314 -9.9164
C -3.7084 6.3686 -7.5171
H -7.0562 4.9302 -9.1077
H -6.2048 5.2930 -10.5953
H -8.0662 7.2913 -9.0120
H -8.7056 6.1378 -10.1734
H -7.6664 7.4877 -10.6845
H -4.3665 6.7087 -6.7176
H -3.2676 7.2520 -7.9790
H -2.9210 5.6904 -7.1882
O -7.9413 2.6505 3.5317
C -7.3668 1.5797 3.2068
O -7.2162 0.5524 3.9970
C -7.4652 0.7011 5.3527
C -6.4731 1.5710 6.1491
C -6.9816 1.3359 1.8009
H -7.5184 -0.3072 5.7632
H -8.4711 0.9952 5.6524
H -6.8805 1.7983 7.1343
H -6.4257 2.5161 5.6082
H -5.4894 1.1116 6.2451
H -6.5489 2.2715 1.4467
H -7.8710 0.9547 1.2992
H -6.2158 0.5629 1.8647
O -7.6236 -3.1629 -8.0724
C -7.5435 -2.6652 -6.9529
O -8.2069 -2.9110 -5.8602
C -9.2857 -3.8717 -5.8778
C -9.9374 -3.7591 -4.5219
C -6.4163 -1.6875 -6.6179
H -8.9708 -4.8915 -6.0993
H -10.0156 -3.5476 -6.6197
H -10.8020 -4.4210 -4.4722
H -10.3556 -2.7549 -4.4534
H -9.2417 -4.0566 -3.7373
H -6.6805 -0.7041 -7.0067
H -5.4646 -1.9471 -7.0816
H -6.2720 -1.6715 -5.5376
O 2.0584 -9.5969 0.8231
C 2.8102 -9.5312 1.8063
O 2.5640 -8.8419 2.9604
C 1.4869 -7.9950 3.0828
C 1.7788 -6.6740 2.3512
C 4.2102 -10.1587 1.8533
H 1.4762 -7.7495 4.1447
H 0.5594 -8.4371 2.7190
H 1.7328 -6.8466 1.2760
H 2.7763 -6.3690 2.6674
H 1.0427 -5.8941 2.5462
H 4.9099 -9.5681 2.4446
H 4.6127 -10.3598 0.8605
H 4.0074 -11.1722 2.1995
O -0.2430 1.6340 -1.2670
C -0.1444 0.4476 -0.8585
O -0.2933 0.0417 0.4040
C -0.6157 0.9370 1.4404
C -0.7818 0.1271 2.7339
C 0.0409 -0.6897 -1.7824
H -1.5361 1.4536 1.1682
H 0.0499 1.7973 1.5110
H -0.8572 0.7500 3.6251
H 0.0964 -0.5065 2.8579
H -1.5972 -0.5936 2.7962
H 0.4893 -0.2884 -2.6912
H -0.9159 -1.1620 -2.0052
H 0.6590 -1.4489 -1.3033
O 3.8408 6.8531 6.7299
C 4.0831 6.5882 7.9447
O 4.9012 7.2798 8.8057
C 5.8035 8.2389 8.3554
C 7.1339 7.4873 8.2103
C 3.4416 5.3792 8.5646
H 5.8306 9.1422 8.9649
H 5.5221 8.7003 7.4088
H 7.4842 7.0138 9.1275
H 7.9523 8.1172 7.8618
H 7.0808 6.7525 7.4070
H 4.1754 4.5732 8.5807
H 2.6119 5.0060 7.9644
H 3.1732 5.6330 9.5901
O -4.6347 -2.7945 11.1919
C -3.7754 -2.4736 12.0102
O -2.4662 -2.3315 11.8197
C -1.8382 -2.9222 10.7058
C -0.3651 -2.5721 10.7682
C -4.1812 -2.0106 13.3495
H -2.2764 -2.5610 9.7754
H -2.0508 -3.9908 10.6749
H -0.2549 -1.4878 10.7812
H 0.1305 -3.0774 9.9393
H 0.1537 -2.9556 11.6467
H -4.4157 -2.9507 13.8488
H -4.9979 -1.2975 13.2374
H -3.3657 -1.4850 13.8464
Br 4.1333 7.5885 -2.0020
C 4.9507 6.4211 -0.5647
C 5.3257 7.3336 0.5680
Br 6.7976 8.5447 0.0484
H 5.8062 5.8533 -0.9304
H 4.2157 5.7123 -0.1833
H 5.6861 6.8080 1.4522
H 4.4940 7.9873 0.8310
Br -2.8677 7.4129 5.3477
C -3.2464 7.6302 3.3998
C -1.9816 8.1368 2.6961
Br -2.4372 8.2594 0.7117
H -4.0998 8.3062 3.3478
H -3.5764 6.6444 3.0723
H -1.1519 7.4299 2.6891
H -1.6431 9.1096 3.0528
Br -5.6985 -8.6084 -3.5088
C -5.5310 -7.7142 -1.7819
C -4.6367 -6.4584 -1.8200
Br -4.6552 -5.5214 -0.0406
H -5.0329 -8.4072 -1.1038
H -6.5297 -7.3940 -1.4848
H -5.0668 -5.7492 -2.5273
H -3.6157 -6.7984 -1.9930
*
```

=====

No. 3
The following is a quantum chemistry calculation of 2 unconnected molecules or ions with the total composition C3H9O3, from OMol25.

Summary:
* HOMO-LUMO gap: 0.238 hartree
* relative energy (zero: lowest compared OMol25 entry of this formula, charge and spin): 27.4 kcal per mole

Structure (ORCA input):
```
! RIJCOSX wB97M-V def2-TZVPD def2/J DEFGRID3
* xyz -1 1
C -0.1060 -1.2350 0.3852
C 0.7462 -0.5465 -0.5902
O 0.5909 -0.8870 -2.0186
C -0.0495 -0.3523 1.7391
O -1.1059 0.4270 1.8824
H -1.1812 -1.2579 0.2104
H 0.2266 -2.2751 0.6089
H 1.8198 -0.7013 -0.4204
H 0.5219 0.5128 -0.4536
H -0.2084 -0.3893 -2.2366
H 0.9547 0.2434 1.5498
H 0.2633 -0.9937 2.6007
H -1.1651 3.1861 -1.0745
H -0.7186 1.7753 -0.7784
O -0.5888 2.4934 -1.4041
*
```

=====

Calculated maximum force in order - 0.0959 0.1009 0.0535 Eh/bohr
Calculated E_tot in order - -18102.2708 -506301.6583 -9398.5371 eV
Calculated E_HOMO in order - -11.1 -9.4 -2.6 eV